1.
Below is a single C5H11N3OSi molecule in a non-equilibrium geometry, with properties calculated with ωB97M-V with the def2-TZVPD basis set.

```
! wB97M-V def2-TZVPD RIJCOSX def2/J DEFGRID3
* xyz 0 3
C 3.99 -1.73 0.63
C 2.96 0.56 0.04
C -1.32 1.87 0.01
C -2.00 -0.79 1.40
C -1.64 -0.75 -1.56
N 3.50 -0.67 0.33
N 1.60 0.56 -0.05
N 0.79 -0.45 0.10
O 3.64 1.56 -0.23
Si -0.90 -0.12 0.03
H 4.29 -2.60 0.27
H -0.73 2.30 -0.76
H -2.34 1.96 -0.20
H -1.22 2.46 0.91
H -1.70 -0.25 2.31
H -3.09 -0.77 1.28
H -1.75 -1.87 1.45
H -2.46 -1.35 -1.31
H -1.78 0.07 -2.28
H -1.12 -1.56 -2.06
H 1.27 1.57 -0.32
*
```

The frontier orbital gap (alpha / beta) is 8.0626 / 8.9913 eV. As for the LUMO energy (alpha / beta): 0.761 / -0.931 eV. The expectation value of S² is 2.02.

Atom charges from the Löwdin analysis, given in e for atoms 1 to 2:
1 C 0.1455
2 C -0.5283

***

2.
Below is a gas-phase ion, C5H11N4 (charge +1) in a non-equilibrium geometry, with properties calculated with ωB97M-V with the def2-TZVPD basis set.

```
! wB97M-V def2-TZVPD RIJCOSX def2/J DEFGRID3
* xyz 1 1
C -1.24 0.96 -0.87
C 0.72 0.87 -2.19
C -0.59 0.49 0.18
C 0.77 -0.06 0.13
C -1.36 0.30 1.47
N -0.59 1.08 -2.14
N 1.39 0.46 -1.15
N 0.71 -1.81 -0.40
N 1.59 0.02 1.17
H -2.25 1.19 -0.91
H 1.29 0.92 -3.21
H -1.34 1.04 2.31
H -0.99 -0.53 2.01
H -2.39 0.23 1.43
H -1.21 1.70 -2.62
H 2.46 0.40 -1.07
H 0.08 -1.76 -1.23
H 0.35 -2.32 0.44
H 2.40 -0.72 1.06
H 1.18 0.06 2.07
*
```

The energy above the lowest of the compared OMol25 structures with the same formula, charge and spin is 243.8 kJ/mol. The frontier orbital gap is 9.0141 eV. As for the LUMO energy: -3.869 eV.

Atom charges from the Löwdin analysis, given in e for atoms 1 to 2:
1 C -0.0110
2 C -0.0803

***

3.
Below is a molecular structure, C5H11N4 in a non-equilibrium geometry, with properties calculated with ωB97M-V with the def2-TZVPD basis set.

```
! wB97M-V def2-TZVPD RIJCOSX def2/J DEFGRID3
* xyz 1 3
C 2.09 0.99 0.27
C 2.19 -0.42 -0.26
C 0.03 0.80 -0.61
C -0.17 -0.67 -0.08
C -0.35 -0.80 1.43
N 0.92 1.51 0.06
N 1.18 -1.10 -0.32
N -1.80 1.54 -0.37
N -1.10 -1.41 -0.89
H 2.83 1.37 0.96
H 3.15 -0.92 -0.39
H 0.13 0.86 -1.76
H 0.22 -1.64 1.82
H -1.31 -1.04 1.71
H 0.13 0.01 1.95
H -2.33 0.70 -0.40
H -1.98 1.78 0.53
H -1.17 -2.45 -0.70
H -0.78 -1.34 -1.83
H -1.87 2.26 -1.12
*
```

The energy above the lowest of the compared OMol25 structures with the same formula, charge and spin is 204.4 kJ/mol. The frontier orbital gap (alpha / beta) is 7.4467 / 6.8991 eV. As for the LUMO energy (alpha / beta): -3.324 / -7.354 eV. The expectation value of S² is 2.02.

Atom charges from the Löwdin analysis, given in e for atoms 1 to 2:
1 C -0.0707
2 C -0.0962

***

4.
Below is a gas-phase ion, C5H11N4 (charge +1) in a non-equilibrium geometry, with properties calculated with ωB97M-V with the def2-TZVPD basis set.

```
! wB97M-V def2-TZVPD RIJCOSX def2/J DEFGRID3
* xyz 1 3
C 2.31 0.11 0.12
C 1.79 -1.24 -0.19
C 0.03 0.97 -0.72
C -0.31 -0.27 -0.01
C -0.67 -0.37 1.52
N 1.66 1.22 0.07
N 0.55 -1.37 -0.26
N -0.68 2.12 -0.57
N -1.63 -0.97 -0.64
H 3.32 0.25 0.61
H 2.44 -2.07 -0.38
H 0.33 0.64 -1.78
H -0.19 -1.36 1.69
H -1.71 -0.31 1.58
H 0.01 0.42 2.00
H -1.03 2.36 0.38
H -0.47 2.97 -1.02
H -2.36 -0.30 -0.65
H -1.91 -1.78 -0.06
H -1.46 -1.02 -1.69
*
```

The energy above the lowest of the compared OMol25 structures with the same formula, charge and spin is 224.7 kJ/mol. The frontier orbital gap (alpha / beta) is 6.5597 / 7.0429 eV. As for the LUMO energy (alpha / beta): -3.354 / -6.767 eV. The expectation value of S² is 2.02.

Atom charges from the Löwdin analysis, given in e for atoms 1 to 2:
1 C -0.1967
2 C -0.1561